{"formula": "C36H36BF5MoN4S3Te", "method": "wB97M-V/def2-TZVPD", "elements": ["Te", "Mo", "S", "S", "S", "F", "F", "F", "F", "F", "N", "N", "N", "N", "C", "C", "C", "C", "C", "C", "C", "C", "C", "C", "C", "C", "C", "C", "C", "C", "C", "C", "C", "C", "C", "C", "C", "C", "C", "C", "C", "C", "C", "C", "C", "C", "C", "C", "C", "C", "B", "H", "H", "H", "H", "H", "H", "H", "H", "H", "H", "H", "H", "H", "H", "H", "H", "H", "H", "H", "H", "H", "H", "H", "H", "H", "H", "H", "H", "H", "H", "H", "H", "H", "H", "H", "H"], "xyz": [[4.8435, -1.5764, 0.6084], [2.2310, -1.1630, 0.3085], [1.7433, 2.5821, -0.9827], [5.2176, 0.3537, 2.0742], [2.2111, 0.8588, 1.4197], [1.0647, 4.3600, -3.3192], [0.5089, 4.0680, 1.3922], [-0.7873, 6.3863, 1.3601], [-1.2248, 7.7206, -0.9797], [-0.2658, 6.6691, -3.3121], [-0.5658, -1.6468, -1.3506], [3.2364, 4.8960, 1.6877], [-0.9164, -1.3797, 0.9222], [5.7153, 2.9308, 4.4818], [0.9027, 4.0916, -0.9542], [0.9526, -1.8064, -3.3728], [2.1204, -3.1147, -1.5315], [3.7592, 1.3354, 2.0359], [-1.6929, 1.6932, 0.9122], [0.6413, 4.8217, -2.1287], [-2.7211, -0.4811, -3.2617], [-2.6755, 0.4651, -2.0691], [3.9735, 2.6094, 2.6038], [3.4866, 3.8439, 2.0925], [-3.7662, 0.3336, 1.5142], [-1.1846, -1.1907, -5.0071], [-1.7327, -2.3186, -0.9519], [-0.8941, -1.0688, 2.3369], [0.5577, -3.1236, 2.8057], [-1.6046, 0.0451, 2.8320], [2.2675, -2.0315, -2.6339], [4.9575, 2.7827, 3.6201], [-0.3025, 5.8796, 0.2090], [-0.0480, 6.0167, -2.1476], [1.0794, -1.8000, -4.7532], [-1.9378, -2.1681, 0.3688], [2.7700, -0.6037, -2.1773], [0.4687, -4.3082, 3.7677], [-0.3142, -1.5071, -2.7592], [-3.9064, -1.4555, -3.1582], [2.0367, -2.7703, 2.5387], [-0.1112, -1.5290, 4.5996], [0.3953, 4.6859, 0.2107], [-0.5304, 6.5597, -0.9707], [0.0093, -1.5388, -5.5879], [-0.7528, -0.3997, 5.0663], [-0.1851, -1.8867, 3.2621], [-1.3712, -1.1241, -3.6222], [-1.4981, 0.3556, 4.1886], [-2.4821, 0.9930, 2.0256], [0.1394, -1.2097, -0.0912], [2.5818, -3.5919, 2.0825], [2.2837, 0.2221, -2.7016], [2.9626, -3.8039, -1.4782], [-1.2191, 0.9909, 0.2386], [1.8928, -1.9644, 1.8473], [-3.6154, 1.0204, -2.0016], [-4.3159, -0.1417, 2.3320], [-2.3445, 2.3537, 0.3344], [-3.5579, -0.4182, 0.7577], [-2.5356, -0.0728, -1.1401], [-2.7051, -2.6178, 0.9801], [-2.9383, 0.1456, -4.1303], [0.1191, -3.4171, 1.8491], [3.0197, -2.3980, -3.3302], [2.4234, -0.2851, -1.1948], [0.8827, -5.1995, 3.2911], [-4.4106, 1.0932, 1.0638], [-2.7895, 1.7757, 2.7246], [-1.8587, 1.1820, -2.1713], [-0.6730, -0.1108, 6.1071], [1.0394, -4.1311, 4.6810], [2.0542, -2.0114, -5.1775], [-2.2911, -2.9209, -1.6474], [-2.0038, 1.2426, 4.5521], [-3.9850, -1.8931, -2.1655], [-2.0189, -0.9167, -5.6443], [-0.5672, -4.5162, 4.0429], [-0.8948, 2.2915, 1.3532], [0.1215, -1.5600, -6.6648], [-3.8194, -2.2628, -3.8899], [1.1782, -3.6586, -1.5671], [2.5920, -2.3208, 3.3598], [0.4646, -2.1400, 5.2841], [3.8465, -0.4779, -2.2056], [-4.8379, -0.9188, -3.3556], [2.1017, -2.7041, -0.5384]], "total_charge": -2, "energy_ev": -99793.307, "s2": 2.03, "multiplicity": 3}

***

{"formula": "C30H20BrClN5O7Rh", "method": "wB97M-V/def2-TZVPD", "elements": ["Rh", "Br", "Cl", "O", "O", "O", "O", "O", "O", "O", "N", "N", "N", "N", "N", "C", "C", "C", "C", "C", "C", "C", "C", "C", "C", "C", "C", "C", "C", "C", "C", "C", "C", "C", "C", "C", "C", "C", "C", "C", "C", "C", "C", "C", "C", "H", "H", "H", "H", "H", "H", "H", "H", "H", "H", "H", "H", "H", "H", "H", "H", "H", "H", "H", "H"], "xyz": [[-0.0739, -0.6928, 0.9439], [-0.9632, 3.9515, 4.7538], [0.5106, -4.3559, -3.8709], [2.0074, 0.1047, 0.5739], [-2.1545, -0.6216, 0.4480], [1.8894, -6.3704, -2.1041], [0.8251, -2.3696, 1.9841], [4.5687, -0.2319, 0.1068], [2.2802, -4.0382, 1.7092], [2.7340, -5.8913, -0.1165], [-0.1566, 1.3993, 0.1383], [0.3148, -2.3313, -0.6366], [-0.3670, 0.2797, 3.0554], [0.0614, -2.5977, -1.9266], [0.9593, 2.0624, -0.0838], [5.7663, 2.8814, -1.2299], [-0.3534, 1.5803, 3.3364], [4.6181, 3.6796, -1.2437], [4.5219, 1.0335, -0.3271], [-2.3558, 0.1488, -3.9699], [-4.3682, 0.0821, 0.5924], [-3.5730, 2.7498, 0.2399], [-1.6764, 1.2443, 5.2992], [2.0683, 1.2551, 0.0782], [-1.8990, -2.1232, -3.3108], [-2.6964, -1.1976, -3.9687], [3.4275, 3.1453, -0.8130], [5.7223, 1.5802, -0.7841], [-1.0001, -0.5547, 3.8849], [3.3496, 1.8192, -0.3488], [1.4309, -3.2536, 1.2889], [-1.2408, 2.1723, 0.1269], [-2.5592, 1.7365, 0.2633], [1.2700, -4.2989, -1.1803], [-2.9640, 0.3461, 0.4382], [1.0418, -3.3280, -0.1722], [-4.8836, 2.4483, 0.3807], [-1.2023, 0.5711, -3.3222], [-5.2772, 1.0853, 0.5642], [0.6146, -3.7790, -2.2798], [-1.0000, 2.0941, 4.4443], [-0.7533, -1.6851, -2.6706], [-1.6657, -0.1107, 5.0147], [1.9954, -5.6115, -1.1742], [-0.3907, -0.3494, -2.6782], [-2.1741, -3.1696, -3.2803], [-5.6309, 3.2298, 0.3590], [6.6057, 0.9555, -0.7663], [-3.2617, 3.7806, 0.1068], [4.6660, 4.7034, -1.5891], [-0.9249, 1.6178, -3.3254], [3.6816, -0.4758, 0.4373], [6.7089, 3.2899, -1.5745], [-0.9470, -1.6069, 3.6320], [2.5224, 3.7363, -0.8201], [-1.0650, 3.2400, 0.0032], [-2.9866, 0.8669, -4.4786], [2.6414, -5.2003, 0.6009], [-2.1679, -0.8176, 5.6607], [0.1863, 2.2287, 2.6565], [-6.3288, 0.8521, 0.6840], [-4.6588, -0.9519, 0.7263], [-2.1935, 1.6338, 6.1662], [-3.5952, -1.5316, -4.4707], [0.5187, -0.0396, -2.1814]], "total_charge": 0, "energy_ev": -138790.266, "s2": 6.05, "multiplicity": 5}

***

{"formula": "C42H47ClIrN9O3S2", "method": "wB97M-V/def2-TZVPD", "elements": ["Ir", "Cl", "S", "S", "O", "O", "O", "N", "N", "N", "N", "N", "N", "N", "N", "N", "C", "C", "C", "C", "C", "C", "C", "C", "C", "C", "C", "C", "C", "C", "C", "C", "C", "C", "C", "C", "C", "C", "C", "C", "C", "C", "C", "C", "C", "C", "C", "C", "C", "C", "C", "C", "C", "C", "C", "C", "C", "C", "H", "H", "H", "H", "H", "H", "H", "H", "H", "H", "H", "H", "H", "H", "H", "H", "H", "H", "H", "H", "H", "H", "H", "H", "H", "H", "H", "H", "H", "H", "H", "H", "H", "H", "H", "H", "H", "H", "H", "H", "H", "H", "H", "H", "H", "H", "H"], "xyz": [[-0.5403, -0.8799, -0.1643], [1.0407, 5.9316, -8.5564], [-1.5456, -1.3918, 2.9974], [1.4938, -1.0576, 0.9798], [5.2286, -1.0754, -5.2724], [-1.4754, -1.7738, 1.4967], [-4.8772, -4.9569, -3.5354], [0.6912, -0.4048, -1.7535], [2.3835, -0.4852, -3.1008], [-0.6936, 0.7970, 0.9147], [-1.2269, -2.6931, -1.1936], [1.8714, 0.7541, -3.2464], [1.9080, 0.3557, 3.1724], [0.0938, 1.0537, 1.9995], [-3.2422, -6.4339, -4.0984], [-2.0715, 0.1457, -1.2484], [3.3817, 0.1352, -6.0496], [-2.7652, -0.2602, -2.3157], [-1.6252, 1.6476, 0.5814], [4.1059, -3.6422, -5.1866], [-2.7625, -4.5380, -2.6404], [-2.3935, -3.1707, -0.7136], [3.8028, -1.1118, -5.2291], [1.7441, 1.8595, -6.9024], [-3.9782, -0.2841, 2.3013], [-1.8570, 4.5630, 2.9872], [-1.6753, 3.2712, 2.5213], [2.5851, 3.8064, -8.0731], [1.1022, 0.2111, 2.1207], [3.6452, -0.9342, -3.6995], [-3.9740, 1.3687, 4.5508], [-2.1136, 4.0391, 0.2813], [0.4783, 2.4925, -6.7547], [-4.5285, 1.2575, -1.8187], [2.7879, 2.5588, -7.5690], [3.4087, -2.5387, -7.2922], [1.3065, 4.4119, -7.9275], [-2.8925, 0.5313, 4.3131], [-0.8141, -3.1869, -2.3683], [-1.8126, 2.9910, 1.1611], [1.6714, -1.1730, -2.2180], [-5.0410, 0.5724, 2.5384], [0.8527, 0.7693, -2.4245], [0.2490, 3.7349, -7.2558], [-3.9926, 0.2793, -2.6452], [-1.5264, -4.1155, -3.1038], [1.9301, 0.4590, -6.4173], [1.8177, -2.7249, -5.3786], [-2.1449, 5.5952, 2.1069], [3.2817, -2.4826, -5.7635], [-2.2526, -2.8966, 3.6472], [-5.0399, 1.3916, 3.6632], [-2.5359, 1.1733, -0.4986], [-3.7859, 1.7224, -0.7449], [-2.9169, -0.2917, 3.1959], [-3.7348, -5.3511, -3.4647], [-2.2673, 5.3320, 0.7497], [-3.1856, -4.0565, -1.4101], [2.7291, -1.8562, -7.8038], [-0.7112, 4.2245, -7.1692], [1.7141, -2.8537, -4.2994], [-1.7666, 4.7657, 4.0460], [3.3664, 4.3492, -8.5879], [3.9546, 0.0437, -6.9740], [-4.5305, -0.0881, -3.5076], [4.4234, -2.3237, -7.6367], [-3.9796, 2.0054, 5.4251], [1.9339, -2.1544, -1.8581], [-0.3130, 1.9582, -6.2450], [1.4782, -3.6537, -5.8402], [-3.2186, -3.0732, 3.1783], [4.0206, -3.7238, -4.1013], [-2.3261, -1.0562, -2.9037], [1.5972, -0.1696, -7.2569], [-1.4482, 2.4774, 3.2117], [3.8026, 0.9910, -5.5162], [3.7389, -4.5795, -5.6058], [-3.9760, -0.9377, 1.4364], [1.8115, 1.1741, 3.7528], [3.7550, 2.0920, -7.6867], [1.2254, 0.2715, -5.6087], [-4.1591, 2.5053, -0.1014], [-5.5097, 1.6672, -2.0180], [-2.1934, 3.8544, -0.7828], [2.7364, -0.2071, 3.2640], [0.2346, 1.6356, -2.2566], [-2.6875, -2.8027, 0.2551], [-2.4811, 6.1334, 0.0557], [-2.3331, -6.8072, -3.8898], [5.1636, -3.5626, -5.4274], [0.1163, -2.8132, -2.7617], [3.8649, -1.8751, -3.2009], [-1.5485, -3.6996, 3.4391], [-2.2693, 6.6043, 2.4761], [-4.1431, -4.3570, -1.0072], [-5.8801, 2.0464, 3.8515], [-2.0509, 0.5100, 4.9962], [-2.3653, -2.7654, 4.7233], [3.1742, -3.5438, -7.6420], [1.1404, -1.9355, -5.7067], [5.5421, -1.3716, -6.1350], [4.4126, -0.2221, -3.4000], [-5.8841, 0.5873, 1.8601], [-3.8860, -7.0072, -4.6220], [-1.1272, -4.4628, -4.0477]], "total_charge": 3, "energy_ev": -100879.859, "s2": 0.77, "multiplicity": 2}

***

{"formula": "C24H23AuN5O2P", "method": "wB97M-V/def2-TZVPD", "elements": ["Au", "P", "O", "O", "N", "N", "N", "N", "N", "C", "C", "C", "C", "C", "C", "C", "C", "C", "C", "C", "C", "C", "C", "C", "C", "C", "C", "C", "C", "C", "C", "C", "C", "H", "H", "H", "H", "H", "H", "H", "H", "H", "H", "H", "H", "H", "H", "H", "H", "H", "H", "H", "H", "H", "H", "H"], "xyz": [[-0.2492, -0.1638, -0.2108], [0.4425, -1.0067, -2.7530], [-0.1484, 1.2835, 1.3329], [-0.4323, 3.1270, 2.5500], [-2.1362, -0.2096, -0.9127], [2.0070, -1.3848, -2.0471], [-2.5599, 0.3250, 2.3819], [1.8465, -0.3468, 0.0644], [-2.1463, 1.6681, 2.4073], [-0.1560, -2.7124, -6.3868], [2.4444, 0.1512, 1.1693], [-4.2693, 1.8418, -3.1331], [1.1312, -3.4980, -4.0560], [-2.9850, 3.2828, -1.7268], [-2.9347, -2.4733, -0.7432], [-0.1595, -3.0772, -0.8883], [-2.7027, 0.8894, -1.5565], [0.5467, -2.2328, -4.1235], [-3.9362, 3.1236, -2.7280], [2.5990, -0.8573, -0.9274], [-3.6626, 0.7312, -2.5621], [3.8027, 0.1263, 1.3445], [-1.0290, -3.9047, -0.2968], [-2.4466, -3.5720, -0.1756], [-2.3746, 2.1872, -1.1467], [-0.5931, -1.8121, -1.4923], [-2.0996, -1.5161, -1.5529], [-0.0961, -1.8510, -5.2992], [1.0845, -4.3537, -5.1449], [0.4384, -3.9621, -6.3113], [4.5926, -0.4153, 0.3308], [-0.8551, 2.0765, 2.0961], [3.9978, -0.8997, -0.8057], [5.6700, -0.4441, 0.4283], [-2.7797, 0.0596, 1.4290], [0.3996, -4.6332, -7.1594], [1.5435, -5.3319, -5.0821], [-0.6759, -4.8361, 0.1281], [1.6146, -3.8333, -3.1454], [-3.9651, -0.2555, -2.8868], [0.8921, -3.3285, -0.9326], [-2.4617, -1.5332, -2.5893], [-3.0855, -4.2199, 0.4100], [-2.7125, 4.2744, -1.3882], [-1.6435, 2.3283, -0.3603], [-0.5461, -0.8662, -5.3633], [-5.0158, 1.6934, -3.9036], [-1.7985, -0.2739, 2.6874], [4.2313, 0.5345, 2.2470], [-3.9727, -2.1863, -0.6195], [1.7642, 0.5892, 1.8866], [-4.4110, 3.9843, -3.1789], [4.5834, -1.3079, -1.6183], [-2.5557, 2.2018, 3.1557], [-0.6586, -2.4024, -7.2936], [2.6701, -1.7633, -2.7058]], "total_charge": 0, "energy_ev": -49786.064}

***

{"formula": "C2H3ClS", "method": "wB97M-V/def2-TZVPD", "elements": ["Cl", "S", "C", "C", "H", "H", "H"], "xyz": [[0.2205, 2.0007, -0.2834], [2.8192, -0.5898, -1.2545], [-0.6511, -0.3457, 0.3455], [0.0332, 0.3812, -0.6798], [-1.3774, -0.7922, -0.1602], [-1.0926, 0.3479, 1.0658], [0.0483, -1.0020, 0.9666]], "total_charge": 0, "energy_ev": -25474.304, "s2": 2.10, "multiplicity": 3}

***

{"formula": "C2H3NO2", "method": "wB97M-V/def2-TZVPD", "elements": ["O", "O", "N", "C", "C", "H", "H", "H"], "xyz": [[-1.4835, -0.9383, 0.0702], [1.5432, -0.7939, -0.0880], [1.1964, 0.6133, 0.1224], [-1.4610, 0.2462, -0.0845], [-0.0348, 0.9432, -0.0423], [-2.3917, 0.9687, 0.0409], [-0.0891, 2.0794, -0.0849], [2.6031, -0.6199, 0.0902]], "total_charge": 0, "energy_ev": -7704.029}